Computed, not measured: 10 unconnected molecules or ions with the total composition C19H56B5F20N5O5 at a distorted geometry, with ωB97M-V with the def2-TZVPD basis set.

Last column: Löwdin charge in e.
Cartesian coordinates (Å):
C -3.841 -19.690 17.840  0.039
C -5.057 -18.740 17.856  -0.324
O -6.227 -19.081 17.803  0.133
N -4.812 -17.248 17.972  0.115
H -4.952 -17.033 18.949  0.187
H -3.846 -16.972 17.872  0.177
C -5.647 -16.373 17.025  0.055
H -3.206 -19.482 18.702  0.100
H -3.230 -19.658 16.937  0.101
H -4.188 -20.723 17.833  0.093
H -5.694 -15.368 17.443  0.116
H -6.642 -16.807 16.931  0.094
H -5.160 -16.309 16.052  0.112
C -0.333 -12.245 6.458  -0.040
C 0.525 -11.529 7.484  -0.260
C -0.079 -11.722 8.880  -0.089
O 0.069 -13.210 9.089  -0.222
C -0.451 -13.672 10.266  -0.132
N 2.021 -12.015 7.176  0.246
H 2.125 -11.831 6.188  0.152
H 2.672 -11.516 7.765  0.162
H 2.178 -13.001 7.325  0.158
H -0.051 -11.926 5.454  0.085
H -1.320 -11.809 6.614  0.104
H -0.318 -13.335 6.473  0.105
H 0.600 -10.446 7.392  0.151
H -1.166 -11.691 8.797  0.139
H 0.385 -11.131 9.669  0.137
H -0.546 -14.757 10.216  0.107
H -1.471 -13.382 10.518  0.099
H 0.124 -13.265 11.098  0.099
C -14.055 -24.190 10.998  -0.031
C -13.914 -24.698 12.411  -0.272
C -12.689 -24.083 13.111  -0.158
O -12.760 -22.637 13.035  -0.216
C -11.622 -21.808 13.093  -0.075
N -15.151 -24.287 13.219  0.236
H -16.031 -24.643 12.876  0.169
H -15.010 -24.515 14.193  0.167
H -15.285 -23.287 13.272  0.165
H -13.212 -24.572 10.422  0.107
H -14.043 -23.101 10.948  0.097
H -14.961 -24.500 10.477  0.091
H -13.854 -25.784 12.491  0.158
H -11.760 -24.492 12.714  0.139
H -12.460 -24.296 14.155  0.133
H -10.773 -22.294 13.574  0.098
H -11.818 -20.802 13.464  0.100
H -11.282 -21.623 12.074  0.093
C 8.330 -18.002 12.438  -0.014
C 8.051 -19.182 13.485  -0.250
C 6.583 -19.097 14.121  -0.167
O 5.521 -19.243 13.201  -0.211
C 4.289 -18.592 13.551  -0.051
N 8.356 -20.504 12.818  0.233
H 9.107 -20.452 12.145  0.166
H 7.541 -20.856 12.336  0.167
H 8.557 -21.193 13.529  0.171
H 9.391 -17.955 12.190  0.078
H 7.999 -17.065 12.887  0.093
H 7.794 -18.251 11.522  0.083
H 8.728 -19.071 14.332  0.145
H 6.590 -18.136 14.635  0.136
H 6.433 -20.008 14.701  0.133
H 3.849 -19.192 14.347  0.103
H 3.629 -18.340 12.721  0.099
H 4.519 -17.597 13.931  0.088
C -6.549 -25.186 25.217  -0.009
C -6.162 -23.923 24.403  -0.238
C -6.702 -23.802 22.916  -0.153
O -8.100 -23.996 22.848  -0.230
C -8.867 -23.342 21.904  -0.097
N -6.639 -22.648 25.092  0.231
H -6.323 -22.634 26.051  0.167
H -6.364 -21.801 24.615  0.174
H -7.643 -22.545 25.057  0.162
H -6.322 -25.031 26.272  0.080
H -5.943 -26.036 24.903  0.102
H -7.629 -25.301 25.128  0.085
H -5.098 -23.726 24.274  0.158
H -6.400 -24.546 22.179  0.144
H -6.399 -22.890 22.401  0.133
H -9.339 -22.434 22.279  0.100
H -9.597 -24.099 21.619  0.092
H -8.212 -23.430 21.037  0.099
B -0.836 -25.602 21.073  -1.397
F -1.580 -26.125 20.027  0.090
F -0.779 -24.254 20.998  0.141
F -1.382 -26.026 22.240  0.119
F 0.463 -26.182 21.052  0.047
B -0.746 -13.483 17.395  -1.380
F -1.449 -12.956 16.364  0.128
F 0.547 -12.976 17.288  0.083
F -1.326 -13.232 18.638  0.094
F -0.777 -14.865 17.281  0.076
B -8.108 -9.646 18.305  -1.355
F -8.736 -10.331 17.294  0.097
F -7.598 -10.551 19.155  0.149
F -6.968 -9.120 17.625  0.027
F -8.838 -8.568 18.830  0.081
B -4.672 -17.046 23.440  -1.558
F -4.436 -15.840 22.909  0.163
F -5.719 -17.545 22.743  0.107
F -3.625 -17.938 23.227  0.089
F -5.064 -16.921 24.677  0.200
B -4.301 -19.516 11.633  -1.635
F -3.579 -19.094 10.589  0.154
F -5.423 -18.870 11.662  0.201
F -4.524 -20.865 11.674  0.121
F -3.651 -19.154 12.728  0.159

Force components x, y, z for each atom (eV/Å):
-0.7 0.5 0.0
-1.8 -2.0 -0.8
2.9 1.0 0.2
0.0 0.2 -0.7
-0.8 0.4 0.8
0.8 -0.2 -0.5
-0.1 0.1 0.3
0.0 -0.1 0.0
-0.1 0.8 -0.1
-0.3 0.2 0.5
0.0 -0.2 0.1
0.2 0.0 0.2
0.1 -0.3 0.2
0.1 1.3 -0.6
-0.1 -0.4 0.2
0.9 -4.1 -0.2
1.0 2.6 -2.1
-1.0 -0.4 2.1
-1.7 0.5 1.3
0.5 0.3 -0.2
0.5 0.3 -0.1
-0.4 -0.6 0.3
0.1 0.0 -0.2
-0.2 -0.6 -0.2
-0.1 0.2 0.5
0.0 0.0 -0.8
0.1 1.2 0.1
-0.2 -0.1 0.1
0.7 0.0 0.2
-0.4 0.5 -0.6
0.3 -0.6 0.3
0.0 0.0 -0.5
0.4 0.8 0.7
1.4 1.7 0.3
-1.9 -1.1 0.0
1.4 -0.2 -1.2
0.4 0.3 0.3
-0.2 -0.6 -0.1
-0.1 -0.7 0.5
0.4 0.9 -0.5
0.0 0.1 0.0
0.2 0.0 0.2
-0.1 -0.3 0.2
-0.1 0.0 -0.1
-0.1 0.1 -1.0
-1.1 -0.6 0.5
-0.1 0.2 0.5
-0.4 -0.5 0.6
0.1 -0.1 -0.3
-0.3 -1.9 1.0
-1.1 2.4 -0.7
0.4 -1.4 -1.4
0.8 0.7 -1.7
0.6 0.7 1.1
-0.7 0.2 0.6
0.5 0.1 -0.1
-0.7 0.0 -0.4
0.4 -0.4 0.2
0.1 0.1 0.2
0.0 -0.1 -0.3
-0.3 0.4 0.0
0.1 -0.2 -0.1
-0.2 -0.2 0.4
0.6 0.4 1.3
-0.6 0.2 -0.2
0.2 -1.0 -0.3
0.1 0.1 0.4
0.2 1.5 -0.3
-0.1 0.3 -2.1
-0.7 -0.8 -0.6
-0.1 -0.3 3.7
0.3 -1.7 -1.2
-0.4 -0.4 -0.3
0.1 0.2 0.4
1.0 0.4 -0.3
-0.8 -0.6 0.3
0.1 0.1 0.1
-0.4 0.0 -0.3
0.1 -0.5 -0.1
0.2 -0.5 0.4
1.4 -0.5 0.8
0.1 0.7 0.6
0.4 0.3 -0.6
-0.7 0.4 0.2
-0.3 1.8 -0.8
1.3 -1.5 -0.5
-0.6 -0.2 -1.1
0.1 1.9 -0.1
-1.4 -0.3 2.2
0.5 0.2 -0.4
0.1 -0.1 1.0
-1.4 0.9 -1.5
1.0 0.0 0.3
0.0 0.7 0.4
0.4 -1.8 -0.4
1.7 1.3 -1.9
-2.2 -0.7 -0.9
0.0 -1.2 2.5
0.7 1.1 -0.1
-0.3 -0.5 0.4
0.7 -0.5 -2.1
1.4 2.7 -1.1
-3.0 -2.0 -2.1
1.3 -0.7 0.3
-0.5 0.0 4.8
1.0 -1.2 0.2
1.9 0.3 -3.3
-5.6 2.4 -0.5
-0.2 -2.3 -0.5
2.8 0.7 4.1

For the largest force on an atom, the calculation gives 6.097 eV/Å. As for the HOMO energy: -0.2566 Eh. Its relative energy (zero: lowest compared OMol25 entry of this formula, charge and spin) is 1545.08 kJ/mol. The spin multiplicity is 1. As for the LUMO energy: -2.25 eV.